No. 1
DFT (the ωB97M-V functional and the def2-TZVPD basis) results for a 2-piece molecular cluster, C2H2ClF3S overall at a distorted geometry.

Summary:
SMILES	FC(F)Cl.FC=S
ΔE to the lowest compared entry with this formula, charge and spin	1.488	eV
Kohn-Sham gap	9.3	eV
spin multiplicity	1

Last column: natural (NBO) charge in e.
Positions of all 9 atoms, in Å:
F (-0.9523, 1.3871, 1.7304)  -0.319
C (-0.1414, 0.3292, 1.4024)  0.481
F (-0.3335, -0.6416, 2.4015)  -0.366
Cl (1.5903, 0.6169, 1.3715)  -0.006
H (-0.5947, -0.3237, 0.7079)  0.192
F (0.8721, -1.3032, -1.4371)  -0.294
C (0.1027, -0.4331, -2.0035)  0.121
S (-1.2398, 0.2519, -1.5135)  0.035
H (0.6967, 0.1163, -2.6595)  0.155

---

No. 2
DFT (the ωB97M-V functional and the def2-TZVPD basis) results for a single C2H2ClFO molecule at a distorted geometry.

Summary:
SMILES	F[C@@]1(Cl)CO1
ΔE to the lowest compared entry with this formula, charge and spin	0.877	eV
Kohn-Sham gap	12.0	eV
spin multiplicity	1

Last column: natural (NBO) charge in e.
Positions of all 7 atoms, in Å:
F (-2.1059, 1.6208, -0.3621)  -0.319
C (-1.6941, 0.3943, 0.0392)  0.511
Cl (-2.9882, -0.7660, -0.0512)  0.010
C (-0.1787, 0.0783, 0.1460)  -0.144
O (-1.0518, 0.5039, 1.2632)  -0.480
H (0.2316, -1.0049, 0.2444)  0.215
H (0.4731, 0.8931, -0.0700)  0.207

---

No. 3
DFT (the ωB97M-V functional and the def2-TZVPD basis) results for a single C2H2ClIO molecule at a distorted geometry.

Summary:
SMILES	O=C[C@H](Cl)I
ΔE to the lowest compared entry with this formula, charge and spin	0.799	eV
Kohn-Sham gap	9.5	eV
spin multiplicity	1

Last column: natural (NBO) charge in e.
Positions of all 7 atoms, in Å:
O (-0.9756, 1.5917, -0.0074)  -0.482
C (-0.5237, 0.5806, 0.4415)  0.349
C (0.2454, -0.3476, -0.3388)  -0.464
Cl (-0.1808, -2.0531, -0.0353)  0.014
I (2.3882, 0.0076, -0.0028)  0.167
H (-0.8350, 0.1478, 1.4517)  0.126
H (-0.1185, 0.0729, -1.5090)  0.289

---

No. 4
DFT (the ωB97M-V functional and the def2-TZVPD basis) results for a single C2H2ClN3 molecule at a distorted geometry.

Summary:
SMILES	N#C/C(N)=N/Cl
ΔE to the lowest compared entry with this formula, charge and spin	2.206	eV
Kohn-Sham gap (alpha / beta)	8.6 / 8.6	eV
spin multiplicity	1

Last column: natural (NBO) charge in e.
Positions of all 8 atoms, in Å:
N (-0.3957, -2.7374, -0.0437)  -0.216
C (-0.1762, -1.6107, -0.0439)  0.199
C (0.1023, -0.2396, -0.0425)  0.301
N (-0.8130, 0.7230, -0.0513)  -0.748
N (1.6042, 0.0279, 0.1095)  -0.475
Cl (1.9530, 1.6734, 0.0218)  0.093
H (-1.7910, 0.4894, 0.0184)  0.419
H (-0.4836, 1.6740, 0.0318)  0.426

---

No. 5
DFT (the ωB97M-V functional and the def2-TZVPD basis) results for C2H2ClN3O as an isolated structure at a distorted geometry.

Summary:
ΔE to the lowest compared entry with this formula, charge and spin	7.359	eV
Kohn-Sham gap (alpha / beta)	8.5 / 8.4	eV
spin multiplicity	1

Last column: natural (NBO) charge in e.
Positions of all 9 atoms, in Å:
C (0.6722, -1.2481, 0.0776)  -0.141
C (0.2548, 0.0585, 0.2803)  -0.072
N (0.5876, -1.8790, 1.2714)  -0.065
N (0.3275, 0.3260, 1.5670)  -0.114
N (-1.5169, 1.5696, -1.7602)  -0.381
O (0.3736, -0.9090, 2.1925)  -0.139
Cl (-1.4355, 2.9108, -2.4302)  0.402
H (0.7345, -2.0218, -0.7440)  0.247
H (0.0022, 1.1931, -0.4545)  0.261

---

No. 6
DFT (the ωB97M-V functional and the def2-TZVPD basis) results for a 2-piece molecular cluster, C2H2ClNO overall at a distorted geometry.

Summary:
ΔE to the lowest compared entry with this formula, charge and spin	0.032	eV
Kohn-Sham gap	11.4	eV
spin multiplicity	1

Last column: natural (NBO) charge in e.
Positions of all 7 atoms, in Å:
C (-1.4498, -0.7625, -1.1900)  0.497
C (0.7562, 0.8095, 0.7577)  0.122
N (-0.3158, 1.1599, 1.2181)  -0.611
O (-1.9545, -1.7765, -1.2696)  -0.506
Cl (1.1332, -0.8511, 0.4920)  -0.072
H (1.6127, 1.3869, 0.4526)  0.191
H (-1.0425, 0.6004, 1.5822)  0.377

---

No. 7
DFT (the ωB97M-V functional and the def2-TZVPD basis) results for a single C2H2ClNO molecule at a distorted geometry.

Summary:
SMILES	N#C[C@@H](O)Cl
ΔE to the lowest compared entry with this formula, charge and spin	0.328	eV
Kohn-Sham gap	11.9	eV
spin multiplicity	1

Last column: natural (NBO) charge in e.
Positions of all 7 atoms, in Å:
N (2.8014, 0.9131, -0.2437)  -0.282
C (1.8115, 0.4475, 0.0627)  0.196
C (0.3779, -0.1834, 0.3589)  0.148
O (-0.5371, 0.4186, -0.4472)  -0.633
Cl (0.7448, -2.0464, 0.0006)  -0.140
H (0.0870, -0.2788, 1.3228)  0.216
H (-0.0328, 0.6443, -1.2387)  0.494

---

No. 8
DFT (the ωB97M-V functional and the def2-TZVPD basis) results for a single C2H2ClNO2 molecule at a distorted geometry.

Summary:
SMILES	O=C[C@@H](Cl)N=O
ΔE to the lowest compared entry with this formula, charge and spin	3.522	eV
Kohn-Sham gap	9.1	eV
spin multiplicity	1

Last column: natural (NBO) charge in e.
Positions of all 8 atoms, in Å:
O (-0.4720, -1.6832, -0.1264)  -0.457
C (0.1560, -0.7441, 0.2282)  0.385
C (-0.3047, 0.6839, 0.0743)  -0.252
Cl (1.0052, 1.8304, 0.5816)  -0.044
N (-0.7108, 1.2855, -1.2180)  0.157
O (-1.1283, 0.5457, -2.0547)  -0.218
H (1.1243, -1.0442, 0.8279)  0.146
H (-1.0512, 1.1146, 0.8268)  0.283

---

No. 9
DFT (the ωB97M-V functional and the def2-TZVPD basis) results for a 2-piece molecular cluster, C2H2ClNO2 overall at a distorted geometry.

Summary:
ΔE to the lowest compared entry with this formula, charge and spin	2.435	eV
Kohn-Sham gap	10.8	eV
spin multiplicity	1

Last column: natural (NBO) charge in e.
Positions of all 8 atoms, in Å:
C (-1.5865, 1.6743, 0.4271)  0.535
C (0.2428, -1.1612, -0.0804)  -0.040
N (0.3424, -0.3138, 0.8320)  -0.101
O (-1.4701, 1.8138, -0.7170)  -0.539
O (1.1129, 0.7486, 0.6966)  -0.488
Cl (-0.8653, -2.4683, 0.0487)  0.031
H (1.5029, 0.7036, -0.1871)  0.438
H (0.7208, -0.9970, -1.0198)  0.164

---

No. 10
DFT (the ωB97M-V functional and the def2-TZVPD basis) results for a single C2H2ClNO4 molecule at a distorted geometry.

Summary:
ΔE to the lowest compared entry with this formula, charge and spin	3.862	eV
Kohn-Sham gap (alpha / beta)	8.2 / 7.2	eV
spin multiplicity	1

Last column: natural (NBO) charge in e.
Positions of all 10 atoms, in Å:
C (-1.9858, 0.4914, -0.5575)  0.327
C (-0.9783, 0.4279, 0.4929)  -0.299
N (2.1274, -0.7968, 0.0626)  0.716
O (-2.0861, 1.3647, -1.3792)  -0.455
O (1.9000, 0.4419, -0.2862)  -0.403
O (3.0119, -1.3079, -0.5604)  -0.355
O (1.4585, -1.3006, 0.9255)  -0.437
Cl (0.2810, 1.4156, 0.5850)  0.537
H (-2.6979, -0.3522, -0.4959)  0.132
H (-1.0307, -0.3840, 1.2132)  0.238

---

No. 11
DFT (the ωB97M-V functional and the def2-TZVPD basis) results for C2H2ClO2 as an isolated structure at a distorted geometry.

Summary:
ΔE to the lowest compared entry with this formula, charge and spin	0.501	eV
Kohn-Sham gap	11.4	eV
total charge	+1
spin multiplicity	1

Last column: natural (NBO) charge in e.
Positions of all 7 atoms, in Å:
C (-0.2355, 1.0335, -0.5984)  0.377
C (0.1532, -1.1310, 0.9272)  0.690
O (-0.2731, -1.3963, 1.9576)  -0.299
O (-0.1818, 0.5859, 0.5391)  -0.423
Cl (0.9691, -1.7510, -0.3510)  0.256
H (-0.3962, 2.0932, -0.8818)  0.211
H (-0.0357, 0.5657, -1.5928)  0.188

---

No. 12
DFT (the ωB97M-V functional and the def2-TZVPD basis) results for a 2-piece molecular cluster, C2H2ClO3P overall at a distorted geometry.

Summary:
ΔE to the lowest compared entry with this formula, charge and spin	2.814	eV
Kohn-Sham gap (alpha / beta)	4.2 / 4.7	eV
total charge	-2
spin multiplicity	3

Last column: Löwdin spin population.
Positions of all 9 atoms, in Å:
C (0.5726, 2.1889, 1.4392)  0.817
C (0.4176, -0.3349, -0.0065)  0.588
O (-1.8880, -0.6654, -1.5608)  0.002
O (-0.4410, -1.2359, 0.6905)  0.209
O (-0.2230, -2.6885, -1.5162)  0.036
P (-0.6463, -1.3274, -1.0592)  0.047
Cl (2.0753, -0.9097, -0.0720)  0.116
H (-0.4593, 2.6329, 1.7278)  0.092
H (0.5922, 2.3402, 0.3573)  0.094

---

No. 13
DFT (the ωB97M-V functional and the def2-TZVPD basis) results for a single C2H2ClP molecule at a distorted geometry.

Summary:
ΔE to the lowest compared entry with this formula, charge and spin	5.761	eV
Kohn-Sham gap (alpha / beta)	6.8 / 6.7	eV
spin multiplicity	1

Last column: natural (NBO) charge in e.
Positions of all 6 atoms, in Å:
C (-0.3022, -0.8353, 0.6013)  -0.176
C (0.7678, -0.0950, 0.7339)  -0.574
P (-1.6887, 0.8097, -2.4142)  0.278
Cl (-1.3737, -0.1467, -0.6663)  0.033
H (1.1719, 0.8244, 0.3410)  0.214
H (1.4248, -0.5570, 1.4043)  0.225

---

No. 14
DFT (the ωB97M-V functional and the def2-TZVPD basis) results for C2H2CsF2MgO as an isolated structure at a distorted geometry.

Summary:
ΔE to the lowest compared entry with this formula, charge and spin	0.632	eV
Kohn-Sham gap (alpha / beta)	10.3 / 8.7	eV
total charge	+2
spin multiplicity	2

Last column: Löwdin spin population.
Positions of all 9 atoms, in Å:
F (0.0681, -4.7391, 0.8039)  0.000
O (2.6168, -7.1290, 0.1706)  0.423
Mg (0.9386, -5.9420, -0.2423)  0.002
Cs (-1.3996, -1.9381, 4.4653)  0.000
C (3.4207, -7.8831, 1.0607)  0.110
C (2.8782, -9.0763, 1.2140)  0.432
H (3.6676, -9.5710, 1.8687)  0.017
F (3.8679, -7.0372, 1.9611)  0.001
H (2.5474, -9.6633, 0.3595)  0.015

---

No. 15
DFT (the ωB97M-V functional and the def2-TZVPD basis) results for C2H2CuLiO2 as an isolated structure at a distorted geometry.

Summary:
ΔE to the lowest compared entry with this formula, charge and spin	0.000	eV
Kohn-Sham gap (alpha / beta)	5.1 / 6.7	eV
spin multiplicity	3

Last column: Löwdin spin population.
Positions of all 8 atoms, in Å:
C (0.1363, 0.5162, -1.0639)  0.198
C (-0.5911, 0.1881, 0.0352)  0.268
O (-0.0147, -0.5604, 1.0322)  0.373
O (1.3558, 0.0548, -1.2850)  0.276
H (-0.5160, 0.7703, -1.9336)  0.006
Cu (-0.5283, -0.8374, 2.6571)  0.770
Li (1.7331, -0.7631, 0.3331)  0.097
H (-1.5752, 0.6313, 0.2249)  0.012

---

No. 16
DFT (the ωB97M-V functional and the def2-TZVPD basis) results for C2H2CuO2P as an isolated structure at a distorted geometry.

Summary:
ΔE to the lowest compared entry with this formula, charge and spin	2.475	eV
Kohn-Sham gap (alpha / beta)	4.8 / 8.1	eV
total charge	+1
spin multiplicity	2

Last column: Löwdin spin population.
Positions of all 8 atoms, in Å:
P (2.8372, 0.4965, -0.2221)  0.320
O (3.8198, -0.6070, -0.0390)  0.163
O (0.8383, -0.4081, 0.6933)  0.071
C (-0.3100, -0.0046, 0.6677)  0.351
C (-1.3140, 0.5146, -0.0406)  0.072
H (-1.1157, 0.8045, -1.0792)  0.019
H (-2.1628, 0.9272, 0.5124)  0.006
Cu (-2.5927, -1.7232, -0.4924)  0.000

---

No. 17
DFT (the ωB97M-V functional and the def2-TZVPD basis) results for C2H2CuO4 as an isolated structure at a distorted geometry.

Summary:
ΔE to the lowest compared entry with this formula, charge and spin	0.069	eV
Kohn-Sham gap (alpha / beta)	7.1 / 7.9	eV
total charge	-1
spin multiplicity	3

Last column: Löwdin spin population.
Positions of all 9 atoms, in Å:
O (0.3409, -1.0806, 2.4047)  0.015
C (0.0115, -0.1392, 1.7090)  0.013
O (-0.3970, 0.9846, 1.9283)  0.022
O (0.1670, -0.5042, 0.0618)  0.182
C (-0.1372, 0.4753, -0.9595)  0.028
O (0.0887, -0.1300, -2.1605)  0.294
Cu (0.6068, -1.7557, -1.3704)  1.442
H (0.5128, 1.3596, -0.7899)  0.002
H (-1.1936, 0.7902, -0.8234)  0.002

---

No. 18
DFT (the ωB97M-V functional and the def2-TZVPD basis) results for a single C2H2F2 molecule at a distorted geometry.

Summary:
SMILES	C=C(F)F
ΔE to the lowest compared entry with this formula, charge and spin	0.021	eV
Kohn-Sham gap	11.1	eV
spin multiplicity	1

Last column: natural (NBO) charge in e.
Positions of all 6 atoms, in Å:
C (-0.2963, 0.6333, 0.1857)  -0.607
C (0.2545, -0.5168, -0.1560)  0.754
F (1.3463, -0.6526, -0.8654)  -0.301
F (-0.2360, -1.7069, 0.1569)  -0.309
H (-1.2282, 0.6800, 0.7976)  0.233
H (0.1598, 1.5630, -0.1189)  0.228

---

No. 19
DFT (the ωB97M-V functional and the def2-TZVPD basis) results for C2H2F2GaLiO as an isolated structure at a distorted geometry.

Summary:
Kohn-Sham gap (alpha / beta)	5.3 / 9.1	eV
total charge	+2
spin multiplicity	1

Last column: natural (NBO) charge in e.
Positions of all 9 atoms, in Å:
F (0.1768, -1.8303, 1.7662)  -0.682
C (1.1250, 0.1028, -0.0404)  0.419
C (-0.0286, -0.0122, -0.7601)  0.139
O (-1.2259, -0.1899, -0.1313)  -0.906
H (1.2140, 0.1818, 1.0480)  0.266
H (-0.0296, 0.1556, -1.8441)  0.268
Ga (-1.4976, -1.2930, 1.0993)  1.709
Li (-1.6221, 1.7359, -0.6463)  0.990
F (1.8879, 1.1493, -0.4913)  -0.203

---

No. 20
DFT (the ωB97M-V functional and the def2-TZVPD basis) results for C2H2F2HgNaO as an isolated structure at a distorted geometry.

Summary:
ΔE to the lowest compared entry with this formula, charge and spin	1.627	eV
Kohn-Sham gap (alpha / beta)	6.5 / 8.0	eV
total charge	+1
spin multiplicity	3

Last column: Löwdin spin population.
Positions of all 9 atoms, in Å:
F (3.0685, -0.9427, -0.5313)  0.182
O (0.1932, -0.3550, -0.0872)  0.457
Na (1.1508, -1.6356, -1.8149)  0.056
Hg (2.4420, 0.0260, 0.7259)  0.669
C (-1.4161, 0.6872, -0.3075)  0.335
C (-0.9292, -0.1318, 0.7231)  0.160
H (-1.2090, -0.0732, 1.7785)  0.009
F (-0.8569, 1.7413, -0.8503)  0.081
H (-2.4433, 0.6838, 0.3636)  0.052